[1]
Formula: C6H27NO8
Source: OMol25
Level of theory: ωB97M-V with the def2-TZVPD basis set

SMILES string: CCCCNCC=O.O.O.O.O.O.O.O
Net charge: 0
Energy relative to the best compared isomer or geometry (same formula, charge and spin) in eV: 2.747

Geometry as XYZ:
```
42
Properties=species:S:1:pos:R:3:forces:R:3
C 3.256 0.280 1.137 -1.510 1.820 1.849
C 2.600 0.020 -0.217 3.436 -0.455 -0.374
C 2.919 -1.396 -0.721 -2.252 -2.203 1.952
C 2.217 -2.467 0.223 0.530 -0.666 1.527
N 0.763 -2.393 0.449 0.389 -0.170 -0.513
C 0.019 -3.028 -0.634 -0.504 1.411 -1.016
C -1.458 -2.738 -0.371 0.034 0.015 0.003
O -2.012 -1.756 -0.804 0.172 0.099 -0.220
H 4.152 0.850 1.342 0.903 -0.266 -1.318
H 3.321 -0.588 1.764 -0.104 -0.520 0.329
H 2.598 1.025 1.676 0.101 -0.998 -0.222
H 3.145 0.613 -0.941 -0.514 0.836 -0.235
H 1.597 0.375 -0.124 -0.409 -0.847 -0.717
H 3.957 -1.720 -0.671 0.281 0.744 -0.100
H 2.550 -1.643 -1.706 -0.025 0.453 -0.576
H 2.433 -3.528 -0.013 -0.033 0.559 -0.608
H 2.620 -2.462 1.266 0.168 0.575 -0.790
H 0.508 -1.409 0.548 -0.175 -0.364 -0.195
H 0.243 -4.077 -0.781 -0.008 -0.412 0.760
H 0.266 -2.598 -1.631 -0.267 0.100 0.299
H -2.048 -3.381 0.299 0.277 -0.342 0.075
O -0.102 1.451 1.838 0.278 -1.434 0.351
H 0.177 0.901 2.587 0.054 0.400 0.086
H -0.710 0.835 1.389 -0.261 0.285 0.114
O -2.041 3.334 -1.215 -0.482 0.026 0.059
H -2.626 2.714 -1.678 0.213 0.065 0.006
H -1.299 3.527 -1.791 0.033 -0.081 -0.107
O -2.876 0.472 1.734 -0.222 0.187 -0.220
H -2.914 1.449 1.639 0.259 0.151 0.107
H -3.536 0.292 2.409 0.012 -0.195 0.015
O -2.156 3.103 1.692 -0.763 -0.301 0.863
H -1.309 2.624 1.831 -0.250 1.078 -0.622
H -2.181 3.726 0.958 0.677 -0.478 -0.230
O -0.710 0.320 -2.429 0.324 0.101 0.119
H 0.221 0.083 -2.310 -0.272 -0.078 -0.123
H -1.216 -0.313 -1.895 0.044 -0.079 -0.023
O -4.011 0.917 -1.309 0.036 0.173 -0.076
H -3.703 0.953 -0.395 0.000 -0.234 0.057
H -3.971 -0.015 -1.549 0.079 0.047 0.100
O 0.617 2.223 -0.588 0.080 0.240 -0.656
H -0.011 1.780 -1.181 -0.034 0.088 0.176
H 0.711 1.644 0.174 -0.291 0.670 0.092
```
Positions in Å, forces in eV/Å.

Atom charges from the natural (NBO) analysis, given in e for atoms 1 to 2: atom 1 (C): -0.641, atom 2 (C): -0.417

---

[2]
Formula: C5H8O
Source: OMol25
Level of theory: ωB97M-V with the def2-TZVPD basis set

Net charge: 0
Energy relative to the best compared isomer or geometry (same formula, charge and spin) in eV: 3.180

Geometry as XYZ:
```
14
Properties=species:S:1:pos:R:3:forces:R:3
C 1.471 0.465 0.450 -0.073 -0.025 0.056
C 0.192 0.321 -0.382 -0.215 0.017 0.001
C -0.262 -1.128 -0.696 -0.026 -0.279 0.021
C -1.452 -1.471 0.206 0.972 -0.102 0.655
O -1.520 -0.454 1.045 -0.733 -0.385 -0.567
C -1.106 0.734 0.297 0.036 0.257 -0.141
H 1.403 -0.087 1.394 -0.043 0.049 -0.118
H 1.674 1.516 0.689 -0.095 -0.179 -0.043
H 2.345 0.084 -0.094 -0.253 0.019 0.056
H 0.303 0.891 -1.311 -0.036 -0.099 0.110
H 0.415 -1.904 -0.299 0.196 0.144 -0.250
H -0.392 -1.343 -1.761 -0.130 -0.044 0.234
H -1.879 0.762 -0.470 0.025 0.751 -0.108
H -1.192 1.614 0.932 0.375 -0.124 0.094
```
Positions in Å, forces in eV/Å.

Atom charges from the natural (NBO) analysis, given in e for atoms 1 to 2: atom 1 (C): -0.610, atom 2 (C): -0.264

---

[3]
Formula: C3H4N2O4S
Source: OMol25
Level of theory: ωB97M-V with the def2-TZVPD basis set

Net charge: 0
Energy relative to the best compared isomer or geometry (same formula, charge and spin) in eV: 4.274

Geometry as XYZ:
```
14
Properties=species:S:1:pos:R:3:forces:R:3
C -1.126 -1.086 0.416 0.119 1.826 -0.486
C 1.065 0.874 -0.205 -0.282 1.136 -1.993
C 1.252 -0.527 0.378 0.590 -0.733 -1.945
N -0.114 1.458 0.352 -1.033 -0.234 0.056
N 0.135 -1.326 -0.089 -0.615 -1.093 2.080
O -2.574 1.352 0.628 -0.065 -0.055 0.037
O 0.220 -1.974 -1.130 0.102 -0.674 -1.484
O -2.059 -1.458 0.995 0.075 -1.280 0.404
O -1.696 0.747 -1.570 0.082 -0.376 -1.744
S -1.476 0.977 -0.196 0.620 0.912 1.778
H 1.811 1.443 0.265 1.519 0.825 0.261
H 1.130 1.059 -1.350 0.046 -1.062 1.769
H 2.150 -1.125 0.083 -0.690 0.852 -0.157
H 1.282 -0.415 1.423 -0.467 -0.044 1.424
```
Positions in Å, forces in eV/Å.

Atom charges from the natural (NBO) analysis, given in e for atoms 1 to 2: atom 1 (C): 0.579, atom 2 (C): -0.267

---

[4]
Formula: C4H12CsO8P
Source: OMol25
Level of theory: ωB97M-V with the def2-TZVPD basis set

Net charge: -2
Total energy in eV: -30561.738

Geometry as XYZ:
```
26
Properties=species:S:1:pos:R:3:forces:R:3
Cs -1.183 2.698 -0.666 1.141 -0.597 0.556
P 1.973 1.900 0.928 0.769 1.611 0.483
O 0.511 1.400 1.321 -0.304 0.068 -0.481
O 1.991 2.027 -0.666 -0.779 -0.112 0.044
O 2.978 0.872 1.429 -0.311 -0.033 -0.253
O 2.151 3.331 1.507 -0.294 -0.788 -0.478
C -0.473 -1.292 2.534 0.562 0.129 0.246
C -1.641 -0.865 1.666 0.511 0.478 -0.426
O -1.757 0.542 1.662 -0.434 -0.068 -0.052
O 0.780 -1.211 1.887 -0.361 -0.376 0.337
H -0.611 -2.334 2.860 0.062 -0.027 -0.097
H -0.504 -0.658 3.443 0.061 -0.154 -0.143
H -2.583 -1.309 2.014 -0.037 0.009 0.028
H -1.408 -1.230 0.648 -0.295 -0.101 0.113
H -0.776 0.907 1.604 -0.102 0.090 -0.120
H 1.056 -0.259 1.751 -0.258 -0.294 0.045
C 0.663 -0.499 -2.099 -0.357 0.277 0.665
C -0.517 -1.079 -2.823 -0.317 -0.066 -0.105
O -1.773 -0.612 -2.254 0.231 -0.313 -0.459
O 0.804 0.843 -2.420 -0.526 -0.012 -0.699
H 1.549 -1.121 -2.311 0.101 0.131 -0.073
H 0.435 -0.597 -1.024 0.318 -0.218 0.014
H -0.508 -2.172 -2.753 -0.178 0.047 0.109
H -0.469 -0.802 -3.887 -0.047 -0.051 0.120
H -2.013 0.168 -2.756 0.079 0.132 0.022
H 1.324 1.352 -1.597 0.768 0.235 0.604
```
Positions in Å, forces in eV/Å.

Atom charges from the Mulliken analysis, given in e for atoms 1 to 2: atom 1 (Cs): 0.987, atom 2 (P): 0.381

---

[5]
Formula: C4H11IN2OS
Source: OMol25
Level of theory: ωB97M-V with the def2-TZVPD basis set

Net charge: 0
Energy relative to the best compared isomer or geometry (same formula, charge and spin) in eV: 1.641

Geometry as XYZ:
```
20
Properties=species:S:1:pos:R:3:forces:R:3
C -0.465 0.523 2.037 0.055 -0.143 2.108
C -0.311 1.363 -1.803 1.300 -1.964 1.002
C 0.261 0.879 0.817 1.973 1.156 -2.444
C -0.411 0.441 -0.538 -1.078 1.366 1.014
N -0.301 -3.634 -0.381 1.252 1.939 -0.016
N 0.054 -0.907 -0.786 -2.071 -0.664 -0.692
O -2.020 -1.818 0.125 -0.344 -0.210 0.511
S -0.616 -2.162 0.151 -0.098 -0.667 -0.899
I 4.768 1.234 -0.218 -0.043 -0.014 -0.002
H -0.191 1.185 2.848 -0.263 0.938 0.052
H -1.524 0.536 1.910 -0.778 -0.085 0.063
H -0.147 -0.356 2.569 -0.144 -1.246 -0.563
H 0.691 1.822 -1.938 -0.633 -0.463 -0.329
H -0.626 0.584 -2.509 0.513 0.840 -0.824
H -1.077 2.100 -1.752 -0.412 0.743 0.108
H 0.464 2.006 0.866 -0.096 -1.478 -0.509
H 1.247 0.295 0.731 -0.944 1.418 0.556
H -1.515 0.403 -0.508 0.511 -0.378 0.883
H 0.732 -3.588 -0.582 -0.901 -0.437 0.235
H 0.989 -0.906 -1.040 2.202 -0.650 -0.258
```
Positions in Å, forces in eV/Å.

Atom charges from the natural (NBO) analysis, given in e for atoms 1 to 2: atom 1 (C): -0.643, atom 2 (C): -0.609

---

[6]
Formula: C6H12F3N4O2
Source: OMol25
Level of theory: ωB97M-V with the def2-TZVPD basis set

Net charge: +1
Energy relative to the best compared isomer or geometry (same formula, charge and spin) in eV: 0.183

Geometry as XYZ:
```
27
Properties=species:S:1:pos:R:3:forces:R:3
C 1.460 -0.789 0.461 0.800 4.931 1.914
C 0.482 -1.605 0.172 2.273 -0.787 0.294
C -1.189 0.337 -0.259 2.322 -0.759 -2.005
C 0.834 1.221 0.923 -0.567 -2.365 -1.007
C -0.732 -1.181 -0.452 -2.539 1.576 -0.660
C -0.095 1.394 -0.280 -0.227 0.264 0.225
N 1.976 1.992 0.915 -0.131 -0.308 -0.378
N 0.132 1.183 2.136 1.174 1.148 -1.359
N -1.841 -1.875 -0.051 -3.692 -0.789 -0.193
N -0.548 -1.243 -2.101 2.875 1.192 1.360
O 2.726 -0.901 0.943 -1.151 0.865 -0.277
O -2.121 0.641 -1.247 0.516 -4.069 -0.594
F 0.707 -2.936 0.208 -0.632 -0.992 -0.221
F 0.609 1.381 -1.441 0.100 -0.132 -0.081
F -0.802 2.604 -0.304 0.953 -0.706 0.429
H -1.612 0.348 0.671 -1.189 0.092 2.419
H 2.556 1.861 0.100 -0.076 0.348 -0.247
H 2.518 1.985 1.750 0.289 0.203 0.682
H -0.472 0.432 2.361 -0.168 -0.635 0.249
H 0.698 1.574 2.847 -0.019 0.022 1.223
H -2.829 -1.578 -0.334 2.338 -0.138 0.379
H -1.876 -2.847 0.206 0.837 -0.132 -0.110
H -1.010 -1.943 -2.603 -1.310 -1.229 -0.760
H 0.463 -1.319 -2.290 -0.407 -0.168 0.081
H -0.787 -0.298 -2.353 -0.735 0.334 -0.900
H 3.034 0.037 1.184 -0.556 -1.771 -0.529
H -2.281 1.525 -1.162 -1.080 4.004 0.067
```
Positions in Å, forces in eV/Å.

Atom charges from the natural (NBO) analysis, given in e for atoms 1 to 2: atom 1 (C): 0.238, atom 2 (C): 0.104

---

Please write out number 3 again, unchanged.
Formula: C3H4N2O4S
Source: OMol25
Level of theory: ωB97M-V with the def2-TZVPD basis set

Net charge: 0
Energy relative to the best compared isomer or geometry (same formula, charge and spin) in eV: 4.274

Geometry as XYZ:
```
14
Properties=species:S:1:pos:R:3:forces:R:3
C -1.126 -1.086 0.416 0.119 1.826 -0.486
C 1.065 0.874 -0.205 -0.282 1.136 -1.993
C 1.252 -0.527 0.378 0.590 -0.733 -1.945
N -0.114 1.458 0.352 -1.033 -0.234 0.056
N 0.135 -1.326 -0.089 -0.615 -1.093 2.080
O -2.574 1.352 0.628 -0.065 -0.055 0.037
O 0.220 -1.974 -1.130 0.102 -0.674 -1.484
O -2.059 -1.458 0.995 0.075 -1.280 0.404
O -1.696 0.747 -1.570 0.082 -0.376 -1.744
S -1.476 0.977 -0.196 0.620 0.912 1.778
H 1.811 1.443 0.265 1.519 0.825 0.261
H 1.130 1.059 -1.350 0.046 -1.062 1.769
H 2.150 -1.125 0.083 -0.690 0.852 -0.157
H 1.282 -0.415 1.423 -0.467 -0.044 1.424
```
Positions in Å, forces in eV/Å.

Atom charges from the natural (NBO) analysis, given in e for atoms 1 to 2: atom 1 (C): 0.579, atom 2 (C): -0.267